Record 1
Density functional theory data (ωB97M-V/def2-TZVPD) for one molecule with the formula C5H9O3 at a distorted geometry.

Geometry as XYZ:
```
17
Properties=species:S:1:pos:R:3
O 0.2021 1.0495 -1.1136
O -0.5919 2.0924 -1.0213
C -0.1407 0.9718 2.1072
C 0.1918 -0.1049 1.1113
C -0.5597 -0.0471 -0.1964
C -0.1914 -1.2539 -1.0292
C 0.7367 -0.7278 -2.1136
O 1.9463 -0.6040 -2.1015
H 0.5886 0.9434 2.9111
H -0.1012 1.9921 1.7020
H -1.1079 0.8157 2.5969
H 1.2303 0.0311 0.7629
H 0.0841 -1.1066 1.5952
H -1.6396 0.1875 -0.1305
H 0.2453 -2.0709 -0.4656
H -1.0960 -1.5750 -1.5511
H 0.2030 -0.5933 -3.0638
```

As for the HOMO energy (spin up / spin down): -5.8 / -9.6 eV. For the maximum force, the calculation gives 6.06 eV Å⁻¹. As for the multiplicity: 4. As for the charge: 0. The total energy comes out at -421.29813 Ha.

=====

Record 2
Density functional theory data (ωB97M-V/def2-TZVPD) for C41H48BrN4O4Re as an isolated structure at a distorted geometry.

Geometry as XYZ:
```
99
Properties=species:S:1:pos:R:3
Re 1.1017 -0.0041 -0.4185
C -2.3916 -1.7496 0.0827
C -1.5713 -2.0289 1.3128
C -2.1915 -2.2614 2.5343
C -1.4425 -2.5736 3.6581
C -0.0707 -2.7051 3.5564
C 0.5907 -2.5056 2.3466
C 2.0670 -2.7908 2.2807
C -0.1731 -2.1229 1.2405
N 0.4775 -1.8136 -0.0067
C 0.9319 -2.8358 -0.7993
C 0.7259 -4.2700 -0.4398
C 1.5472 -2.4010 -1.9470
C 2.0824 -3.2678 -3.0420
N 1.6054 -1.0396 -2.0136
C 1.4410 -0.3986 -3.2867
C 0.3685 -0.8131 -4.1132
C -0.7509 -1.6655 -3.5814
C 0.3776 -0.4714 -5.4566
C 1.4182 0.2640 -5.9997
C 2.4784 0.6531 -5.1978
C 2.5448 0.2752 -3.8634
C 3.7915 0.5284 -3.0707
H -3.4513 -1.7178 0.3342
H -2.2448 -2.5278 -0.6698
H -2.1190 -0.8021 -0.3874
H -3.2699 -2.2074 2.6014
H -1.9366 -2.7290 4.6081
H 0.5109 -2.9803 4.4279
H 2.5886 -2.2867 3.0937
H 2.5170 -2.4775 1.3417
H 2.2342 -3.8634 2.4001
H -0.1566 -4.4001 0.1851
H 1.5813 -4.6727 0.1068
H 0.6010 -4.8691 -1.3414
H 2.9554 -3.8250 -2.6965
H 2.3955 -2.6685 -3.8958
H 1.3462 -3.9957 -3.3885
H -1.7053 -1.3358 -3.9920
H -0.8023 -1.6463 -2.4941
H -0.6160 -2.7046 -3.8941
H -0.4444 -0.7925 -6.0850
H 1.4113 0.5199 -7.0508
H 3.3099 1.1963 -5.6290
H 4.5522 0.9898 -3.6968
H 4.1839 -0.4051 -2.6609
H 3.6172 1.1656 -2.2044
C 2.5894 3.5814 0.1088
O 1.5807 2.6449 0.4829
C 0.9293 2.8549 1.6588
C 1.2590 3.8466 2.5682
C 0.5247 3.9694 3.7402
Br 1.0043 5.3106 4.9752
C -0.5514 3.1488 4.0051
C -0.8979 2.1627 3.0842
C -0.1346 1.9936 1.9396
O -0.4112 0.9474 1.0538
C -2.0860 1.3309 3.3378
N -2.3863 0.7703 4.4697
C -3.6076 0.1530 4.2552
C -4.3697 -0.6355 5.1170
C -5.5427 -1.1712 4.6268
C -5.9663 -0.9303 3.3088
C -5.2258 -0.1531 2.4407
C -4.0396 0.3756 2.9410
N -3.0372 1.1248 2.3618
H 2.1809 4.5933 0.0916
H 2.9161 3.2940 -0.8867
H 3.4429 3.5277 0.7858
H 2.0849 4.5166 2.3843
H -1.1378 3.2570 4.9059
H -0.7721 0.2016 1.5747
H -4.0420 -0.8126 6.1326
H -6.1589 -1.7857 5.2691
H -6.8978 -1.3632 2.9693
H -5.5548 0.0309 1.4262
H -3.0445 1.5379 1.4450
C -0.5901 3.2534 -1.5655
C -0.6103 1.9731 -2.4459
C -1.9445 1.2758 -2.1867
C -0.5036 2.4385 -3.9008
C 0.5942 1.2080 -1.9528
H -1.4593 3.8485 -1.8514
H 0.3040 3.8532 -1.7376
H -0.6668 3.0253 -0.5089
H -2.7501 1.8322 -2.6689
H -2.1488 1.2420 -1.1146
H -1.9652 0.2602 -2.5699
H -1.1878 3.2720 -4.0644
H -0.7744 1.6427 -4.5906
H 0.5061 2.7751 -4.1429
H 1.4635 1.8833 -2.0407
C 4.3270 0.4425 2.1931
C 3.2993 0.4053 1.1079
O 3.5424 0.7349 -0.0604
O 2.1098 0.0037 1.4038
H 5.0743 -0.3251 1.9879
H 3.8771 0.2628 3.1653
H 4.8390 1.4035 2.1823
```

As for the HOMO energy (spin up / spin down): -10.5 / -10.4 eV. For the maximum force, the calculation gives 1.98 eV Å⁻¹. As for the multiplicity: 2. As for the charge: +1. The total energy comes out at -4763.21497 Ha.

=====

Record 3
Density functional theory data (ωB97M-V/def2-TZVPD) for one molecule with the formula C23H40N2O3.

Geometry as XYZ:
```
68
Properties=species:S:1:pos:R:3
C -1.0408 -3.3678 3.6744
C -0.2589 -3.4096 2.6100
C 0.5337 -2.2412 2.1125
O 0.2280 -1.9532 0.7544
C 1.1865 -2.4609 -0.1626
C 0.7265 -2.0962 -1.5615
C 0.5901 -0.5828 -1.6358
O 1.5509 0.1648 -1.5196
N -0.6601 -0.0983 -1.8423
C -1.9509 -0.6276 -1.3534
C -2.2471 0.7698 -0.7427
C -3.5834 1.4238 -1.0402
C -3.6574 2.8191 -0.4195
C -3.3111 2.7681 1.0619
N -2.0147 2.1379 1.2631
C -0.9321 2.9087 1.5996
O -1.0591 4.1040 1.8153
C 0.4017 2.2073 1.8404
C 0.3524 1.6540 3.2668
C 1.5760 3.1625 1.6062
C 1.6212 3.6396 0.1587
C 2.9032 2.4979 1.9625
C -1.9818 0.7818 0.7548
C -1.0287 1.2888 -1.5447
C 1.6284 -2.6610 -2.6939
C 1.1738 -2.0538 -4.0222
C 1.4348 -4.1785 -2.7700
C 3.1154 -2.3639 -2.4906
H -1.5917 -4.2380 4.0064
H -1.1503 -2.4586 4.2558
H -0.1694 -4.3288 2.0360
H 0.2954 -1.3553 2.7051
H 1.6090 -2.4270 2.2203
H 2.1666 -2.0189 0.0458
H 1.2671 -3.5494 -0.0610
H -0.2635 -2.5406 -1.7117
H -2.6129 -0.8907 -2.1800
H -1.8575 -1.4379 -0.6324
H -3.7276 1.4859 -2.1227
H -4.3919 0.7962 -0.6460
H -2.9514 3.4894 -0.9209
H -4.6522 3.2482 -0.5587
H -3.2968 3.7532 1.5175
H -4.0588 2.1618 1.5899
H 0.5345 1.3698 1.1475
H -0.5600 1.0772 3.4351
H 1.2011 1.0019 3.4681
H 0.3633 2.4715 3.9908
H 1.4313 4.0336 2.2523
H 1.7958 2.7977 -0.5184
H 0.6968 4.1424 -0.1279
H 2.4398 4.3480 0.0191
H 3.0388 1.5736 1.3918
H 3.7322 3.1634 1.7162
H 2.9803 2.2614 3.0240
H -2.7808 0.2104 1.2480
H -1.0518 0.2772 1.0029
H -0.2643 1.8264 -0.9906
H -1.3066 1.8309 -2.4500
H 1.3707 -0.9815 -4.0562
H 1.7092 -2.5203 -4.8514
H 0.1028 -2.2081 -4.1821
H 1.8018 -4.6872 -1.8771
H 0.3811 -4.4391 -2.9014
H 1.9869 -4.5802 -3.6219
H 3.5095 -2.8536 -1.5975
H 3.6818 -2.7432 -3.3445
H 3.2955 -1.2946 -2.4023
```

As for the HOMO energy: -9.0 eV. For the maximum force, the calculation gives 0.31 eV Å⁻¹. Its SMILES is C=CCOC[C@@H](C(=O)N1CC2(CCCN(C(=O)[C@H](C)C(C)C)C2)C1)C(C)(C)C. As for the multiplicity: 1. As for the charge: 0. The total energy comes out at -1235.62844 Ha.

=====

Record 4
Density functional theory data (ωB97M-V/def2-TZVPD) for C33H58ClCrN10O4Te as an isolated structure.

Geometry as XYZ:
```
108
Properties=species:S:1:pos:R:3
Cr 0.0945 0.1012 0.5052
C 3.7083 4.2240 -0.3964
N 3.3928 2.9012 0.1252
C 4.4949 2.1900 0.7510
C 2.0824 2.5258 0.3379
N 1.6807 1.3125 -0.0055
C 2.5795 0.5831 -0.9211
C 1.8296 -0.4926 -1.6781
N 1.0302 -1.3727 -0.7907
C 0.1414 -2.1625 -1.7197
C -0.5027 -3.4735 -1.2902
N -1.3462 -3.3738 -0.1274
C -2.4909 -3.9380 -0.0984
N -3.0077 -4.7215 -1.1646
C -2.3774 -6.0457 -1.2247
C -4.4549 -4.8579 -1.2587
N -3.2499 -3.8651 1.0794
C -2.4710 -3.7170 2.3027
C -4.4868 -3.0702 1.0736
C 1.9515 -2.2485 -0.0116
C 1.4367 -2.5240 1.3945
N 1.3645 -1.2694 2.1395
C 2.1275 -1.0337 3.1630
N 1.7866 -0.0504 4.0667
C 2.7814 0.8387 4.6294
C 0.4133 0.2031 4.4615
N 3.2888 -1.6975 3.4961
C 4.2542 -2.2084 2.5412
C 3.6213 -1.9961 4.8826
N 1.2965 3.4651 0.9138
C -0.0872 3.7604 0.5662
C 1.8638 4.4185 1.8633
H 4.4910 4.1225 -1.1502
H 2.8313 4.6534 -0.8787
H 4.0708 4.9102 0.3748
H 4.9756 2.8289 1.4989
H 4.1316 1.2971 1.2582
H 5.2510 1.9009 0.0164
H 3.0232 1.2662 -1.6444
H 3.4033 0.1296 -0.3690
H 1.1345 -0.0289 -2.3748
H 2.5400 -1.0898 -2.2578
H -0.6438 -1.4880 -2.0501
H 0.7483 -2.4170 -2.5944
H -1.0601 -3.7959 -2.1737
H 0.2755 -4.2242 -1.1117
H -1.2971 -5.9750 -1.1614
H -2.7258 -6.6933 -0.4086
H -2.6354 -6.5186 -2.1719
H -4.9224 -3.9003 -1.4749
H -4.6723 -5.5242 -2.0922
H -4.9014 -5.2851 -0.3524
H -1.6714 -4.4561 2.3165
H -2.0303 -2.7232 2.4195
H -3.1327 -3.9075 3.1490
H -4.6704 -2.6298 0.0964
H -4.3960 -2.2476 1.7831
H -5.3523 -3.6717 1.3553
H 2.1519 -3.1713 -0.5618
H 2.8899 -1.7127 0.0773
H 0.4230 -2.9083 1.3135
H 2.0535 -3.2902 1.8680
H 3.7455 0.6805 4.1469
H 2.4776 1.8776 4.4625
H 2.9065 0.6982 5.7088
H 0.0790 1.1960 4.1615
H -0.2416 -0.5321 4.0067
H 0.3271 0.1275 5.5511
H 4.0881 -1.7814 1.5586
H 5.2581 -1.9213 2.8646
H 4.2301 -3.2987 2.4664
H 2.7942 -1.7401 5.5369
H 3.8199 -3.0657 4.9857
H 4.5145 -1.4552 5.2076
H -0.4556 3.0583 -0.1678
H -0.7276 3.7207 1.4432
H -0.1334 4.7653 0.1372
H 2.8405 4.0917 2.2093
H 1.9478 5.4189 1.4312
H 1.1970 4.4813 2.7250
O -3.2434 1.3685 1.3422
Cl -2.2234 0.5273 1.8523
O -2.5552 -0.0080 3.1229
O -1.9043 -0.5574 0.8942
O -0.9377 1.2681 1.9294
Te -1.8184 1.2908 -1.9427
C -3.4323 1.5246 -3.3108
C -4.6175 2.1007 -2.8723
C -5.6363 2.3454 -3.7855
C -5.4664 2.0160 -5.1231
C -4.2819 1.4286 -5.5518
C -3.2624 1.1752 -4.6449
C -0.6636 2.8082 -2.9087
C 0.4799 2.5300 -3.6492
C 1.1966 3.5604 -4.2537
C 0.7647 4.8734 -4.1317
C -0.3924 5.1530 -3.4116
C -1.0993 4.1271 -2.7995
H -4.7449 2.3594 -1.8288
H -6.5615 2.7976 -3.4526
H -6.2586 2.2155 -5.8334
H -4.1527 1.1636 -6.5933
H -2.3374 0.7184 -4.9767
H 0.8026 1.5084 -3.7960
H 2.0826 3.3286 -4.8354
H 1.3151 5.6743 -4.6109
H -0.7472 6.1741 -3.3282
H -2.0005 4.3513 -2.2405
```

As for the HOMO energy (spin up / spin down): -10.2 / -10.2 eV. For the maximum force, the calculation gives 0.94 eV Å⁻¹. As for the multiplicity: 5. As for the charge: +1. The total energy comes out at -3912.96920 Ha.